(1)
{"formula": "C24H37ClIN3O7S2", "method": "the ωB97M-V functional and the def2-TZVPD basis", "relative_energy_kj_mol": 0.0, "homo_energy_ev": -8.85, "gap_ev": 8.789, "species": ["C", "C", "C", "C", "C", "C", "C", "O", "S", "O", "O", "C", "N", "C", "C", "C", "C", "S", "O", "O", "Cl", "C", "N", "I", "C", "N", "C", "C", "C", "O", "C", "O", "C", "C", "C", "C", "C", "C", "H", "H", "H", "H", "H", "H", "H", "H", "H", "H", "H", "H", "H", "H", "H", "H", "H", "H", "H", "H", "H", "H", "H", "H", "H", "H", "H", "H", "H", "H", "H", "H", "H", "H", "H", "H", "H"], "xyz": [[-6.03839, 1.00494, 0.00877], [-5.26202, 2.28972, 0.36904], [-4.05453, 2.59141, -0.54112], [-2.70281, 2.35454, 0.14988], [-2.33429, 0.86444, 0.16805], [-1.27175, 0.47795, -0.88986], [0.11364, 0.26636, -0.30821], [1.06496, 0.63093, -1.33890], [2.34431, 1.37433, -0.72162], [3.18121, 1.67489, -1.85201], [3.08392, 0.06257, -0.05066], [2.72081, -0.32544, 1.27561], [3.86119, -1.16024, 1.64382], [2.66407, 0.88307, 2.24047], [3.86484, 1.86166, 2.08899], [3.48650, 3.33644, 2.34598], [3.48829, 4.24071, 1.11524], [5.08074, 4.84246, 0.56490], [5.71890, 3.81863, -0.19978], [4.91259, 6.14853, 0.01100], [6.14635, 5.10062, 2.28871], [1.44931, -1.31418, 1.31195], [1.86096, -2.65699, 1.55498], [0.25570, -0.89547, 3.15371], [0.43446, -1.20585, 0.09407], [0.78037, -1.99160, -1.00018], [1.72381, -2.70158, -1.47779], [1.51453, -4.18690, -1.66265], [3.00350, -2.18699, -2.07339], [-0.86426, -1.70229, 0.60307], [-1.27551, -2.92198, 0.15793], [-0.80589, -3.95225, 0.57113], [-2.43430, -2.87899, -0.78163], [-3.63912, -2.33658, -0.35894], [-4.72504, -2.30320, -1.21722], [-4.59245, -2.79113, -2.50880], [-3.38357, -3.30814, -2.94002], [-2.30220, -3.36344, -2.07618], [-5.79002, 0.67388, -0.99932], [-5.75101, 0.19331, 0.68008], [-7.11279, 1.14953, 0.09421], [-5.95390, 3.13178, 0.33383], [-4.93336, 2.21800, 1.40683], [-4.10254, 3.62521, -0.88578], [-4.11410, 1.95116, -1.42438], [-2.78855, 2.71012, 1.17827], [-1.93541, 2.94245, -0.35677], [-1.94735, 0.56479, 1.14360], [-3.20836, 0.24500, -0.02791], [-1.59463, -0.36262, -1.50181], [-1.17074, 1.32623, -1.57071], [0.22983, 0.93557, 0.55063], [3.80228, -1.45092, 2.61001], [4.71251, -0.63473, 1.48682], [2.75986, 0.47718, 3.24172], [1.74606, 1.46094, 2.15275], [4.36927, 1.76628, 1.12764], [4.60149, 1.60164, 2.84927], [2.49741, 3.41177, 2.80082], [4.16984, 3.76423, 3.07381], [2.91225, 5.14258, 1.32031], [3.07926, 3.77309, 0.22315], [2.53003, -2.98476, 0.87116], [1.05086, -3.26682, 1.60885], [0.72833, -4.37828, -2.39310], [1.24001, -4.65034, -0.71722], [2.41766, -4.66737, -2.03807], [2.93459, -2.40716, -3.14465], [3.12496, -1.12169, -1.96201], [3.86371, -2.74038, -1.69589], [-3.72693, -1.94328, 0.64556], [-5.66288, -1.88263, -0.88045], [-5.43292, -2.77658, -3.18852], [-3.26675, -3.67405, -3.95092], [-1.34677, -3.76407, -2.38017]]}

=====

(2)
{"formula": "C23H41N2O2P2Sn", "method": "the ωB97M-V functional and the def2-TZVPD basis", "charge": 1, "homo_energy_ev": [-8.20, -8.24], "gap_ev": [4.883, 4.981], "species": ["Sn", "P", "C", "C", "N", "C", "C", "C", "C", "C", "P", "H", "H", "H", "H", "H", "H", "H", "H", "O", "H", "H", "O", "H", "C", "H", "H", "H", "C", "H", "H", "H", "C", "H", "H", "H", "C", "H", "H", "H", "C", "C", "C", "C", "C", "C", "C", "C", "N", "C", "C", "C", "C", "H", "H", "H", "H", "H", "H", "H", "H", "H", "H", "H", "H", "H", "H", "H", "H", "H", "H"], "xyz": [[0.13490, -0.61654, -0.36224], [-2.29476, -0.59000, -0.98479], [-2.14884, 0.06718, -2.70489], [-0.76654, 0.57053, -3.12737], [0.32201, 0.54303, -2.33395], [1.61100, 0.63915, -2.79176], [1.77202, 1.30423, -3.99456], [0.64909, 1.58230, -4.77451], [-0.60270, 1.14078, -4.36359], [2.80130, 0.17003, -1.91330], [2.52364, -1.30629, -0.86623], [-1.46578, 1.16735, -4.97809], [2.76920, 1.64255, -4.24718], [0.76127, 2.04515, -5.73974], [3.68254, -0.03048, -2.54957], [3.10914, 1.04051, -1.30677], [-2.47592, -0.66152, -3.41479], [-2.87102, 0.92545, -2.70079], [-2.04462, -3.80196, -4.17078], [-2.44466, -3.92493, -5.10134], [-2.04189, -3.11313, -5.56199], [0.17048, -4.40472, -1.05944], [0.35020, -5.36727, -1.20647], [0.86374, -5.28273, -2.06490], [2.92383, -2.63907, -1.99370], [3.92917, -2.49016, -2.41519], [2.90060, -3.57328, -1.42382], [2.17651, -2.69505, -2.79486], [3.84680, -1.24585, 0.36850], [3.82667, -2.18774, 0.93610], [4.83520, -1.16224, -0.12183], [3.72708, -0.40862, 1.07787], [-3.14738, 0.84780, -0.27918], [-4.11199, 0.88002, -0.80300], [-3.36130, 0.86898, 0.79541], [-2.61302, 1.77331, -0.51907], [-3.44541, -1.97645, -0.88085], [-3.75752, -2.25388, 0.13759], [-4.36402, -1.67807, -1.40795], [-3.02290, -2.87675, -1.35317], [-1.08965, 3.70822, 4.74102], [-0.69511, 3.14986, 3.40502], [-0.54358, 4.01447, 2.31229], [-0.15642, 3.49991, 1.07188], [0.03593, 4.43534, -0.10227], [0.10747, 2.13623, 0.97054], [0.00650, 1.21442, 2.05479], [-0.44594, 1.77586, 3.28497], [0.31013, -0.11864, 1.81542], [0.28947, -1.14739, 2.90831], [1.31621, -0.74819, 3.96391], [-1.10280, -1.36669, 3.51691], [0.70531, -2.47144, 2.28732], [-0.31144, 4.35324, 5.16811], [-2.01879, 4.28939, 4.71602], [-1.23935, 2.88913, 5.44477], [-0.69290, 5.09666, 2.38538], [-0.86582, 5.02880, -0.31550], [0.86558, 5.13423, 0.08651], [0.29405, 3.93018, -1.04015], [0.43332, 1.78969, -0.02049], [-0.66709, 1.15824, 4.16422], [1.10252, 0.20188, 4.45006], [1.41956, -1.48189, 4.76901], [2.28505, -0.64256, 3.47271], [-1.74832, -1.87182, 2.79413], [-1.04785, -2.01623, 4.40156], [-1.64629, -0.47224, 3.82673], [-0.04820, -2.79755, 1.56006], [1.68531, -2.38545, 1.80758], [0.75704, -3.20729, 3.09532]]}

=====

(3)
{"formula": "C4H8Se", "method": "the ωB97M-V functional and the def2-TZVPD basis", "relative_energy_kj_mol": 173.1, "homo_energy_ev": -8.06, "gap_ev": 9.009, "species": ["C", "C", "C", "C", "Se", "H", "H", "H", "H", "H", "H", "H", "H"], "xyz": [[-0.82914, 0.84054, -0.28590], [-0.99835, -0.61906, 0.20105], [0.56709, 1.35466, 0.07507], [0.89500, -1.39981, -0.05125], [1.87498, 0.09679, -0.59950], [-0.81618, 0.78912, -1.42147], [-1.63413, 1.29603, 0.26191], [-1.41097, -0.73608, 1.20694], [-1.41290, -1.39267, -0.44238], [0.89962, 2.41710, -0.31552], [0.84008, 1.32247, 1.12270], [1.30356, -1.72037, 0.86501], [0.72135, -2.24871, -0.61666]]}

=====

(4)
{"formula": "C4H7NO", "method": "the ωB97M-V functional and the def2-TZVPD basis", "relative_energy_kj_mol": 499.2, "homo_energy_ev": [-7.45, -7.62], "gap_ev": [8.067, 8.203], "species": ["C", "C", "C", "C", "N", "O", "H", "H", "H", "H", "H", "H", "H"], "xyz": [[-2.20039, 0.52371, 0.37867], [0.03554, 1.67558, -0.17365], [0.70864, -0.64868, 0.23612], [0.99733, 0.63170, -0.48222], [-2.28001, -0.71066, 0.38845], [0.02936, 2.86490, -0.32916], [-2.86189, 1.33121, 0.69809], [-0.24131, -1.06676, 0.09063], [0.83054, -0.70758, 1.29679], [1.49310, -1.44242, -0.01579], [0.70564, 0.47503, -1.44562], [2.03185, 0.93472, -0.43877], [-3.15678, -1.17157, 0.29546]]}

=====

(5)
{"formula": "C49H60N3O5S2SeSm", "method": "the ωB97M-V functional and the def2-TZVPD basis", "charge": -2, "multiplicity": 6, "s2": 8.76, "relative_energy_kj_mol": 223.4, "homo_energy_ev": [-3.05, -3.05], "gap_ev": [6.522, 6.525], "species": ["Sm", "C", "O", "C", "C", "C", "C", "C", "C", "C", "C", "C", "C", "C", "C", "C", "C", "C", "C", "C", "C", "C", "C", "C", "C", "C", "C", "C", "C", "C", "C", "C", "C", "O", "C", "C", "C", "C", "C", "O", "C", "C", "C", "C", "C", "C", "O", "C", "C", "C", "C", "H", "H", "H", "H", "H", "H", "H", "H", "H", "H", "H", "H", "H", "H", "H", "H", "H", "H", "H", "H", "H", "H", "H", "H", "H", "H", "H", "H", "H", "H", "H", "H", "H", "H", "H", "H", "H", "H", "H", "H", "H", "H", "H", "H", "H", "H", "H", "H", "H", "H", "H", "H", "H", "H", "H", "H", "H", "H", "O", "H", "H", "S", "C", "N", "Se", "C", "N", "S", "C", "N"], "xyz": [[9.73901, 15.73365, 10.22786], [12.85332, 16.74329, 8.87664], [12.07900, 15.89647, 9.77898], [12.92971, 14.95423, 10.43338], [13.48480, 15.21231, 11.66640], [13.23780, 16.47164, 12.52006], [12.30889, 16.20824, 13.69240], [12.78756, 16.26977, 15.00968], [11.99205, 15.94837, 16.14013], [10.69046, 15.43191, 15.88197], [10.27083, 15.25729, 14.55600], [8.82240, 14.82398, 14.30637], [8.77406, 13.45515, 13.70585], [9.36879, 12.46369, 14.46787], [9.57900, 11.17306, 13.99584], [9.20540, 10.91305, 12.66585], [8.62025, 11.88693, 11.85722], [8.44148, 11.56278, 10.39087], [9.72278, 11.33855, 9.63342], [9.90006, 10.18281, 8.89863], [10.98018, 9.94375, 8.04714], [11.88442, 11.00524, 7.87885], [11.69700, 12.23375, 8.51611], [12.69435, 13.33788, 8.42090], [13.30502, 13.78127, 9.75715], [14.23133, 12.94556, 10.28282], [14.78098, 13.15887, 11.55759], [14.39948, 14.31765, 12.20964], [15.84466, 12.21491, 12.10426], [17.05262, 12.29378, 11.14031], [16.35680, 12.72978, 13.50900], [15.41609, 10.73628, 12.19587], [10.56935, 12.41364, 9.38957], [10.34394, 13.62390, 9.84838], [11.09316, 8.63728, 7.21706], [11.44827, 8.95240, 5.74477], [12.25202, 7.78366, 7.75216], [9.86430, 7.70857, 7.24677], [8.41333, 13.15899, 12.40129], [7.94441, 14.12955, 11.53370], [6.59434, 14.46858, 11.85957], [10.24577, 10.08057, 14.81727], [9.69668, 10.05421, 16.31805], [11.74337, 10.35896, 14.85198], [9.95603, 8.66849, 14.27744], [11.00552, 15.73662, 13.47348], [10.44344, 15.80498, 12.27138], [12.52846, 16.02415, 17.52942], [13.82372, 16.86209, 17.69126], [11.52778, 16.60124, 18.57308], [12.87601, 14.56668, 17.86480], [13.56169, 17.32048, 9.46731], [13.45952, 16.11045, 8.23791], [12.19980, 17.38533, 8.34014], [14.18786, 16.87598, 12.92403], [12.89222, 17.31912, 11.94746], [13.81556, 16.67071, 15.16287], [10.10221, 15.10612, 16.70871], [8.29031, 14.75129, 15.24833], [8.32872, 15.56298, 13.69279], [9.66268, 12.69280, 15.53414], [9.39770, 9.93829, 12.17927], [7.88259, 10.68242, 10.44300], [7.92167, 12.40541, 9.96322], [9.11546, 9.46778, 8.96413], [12.60118, 11.02432, 7.07278], [13.54156, 13.11020, 7.75856], [12.17902, 14.16488, 8.02490], [14.58807, 12.07482, 9.68433], [14.81657, 14.50223, 13.19650], [17.48374, 13.30984, 11.25581], [17.85795, 11.64108, 11.39224], [16.86190, 12.17734, 10.15106], [16.84576, 13.68971, 13.36707], [15.62171, 12.92901, 14.29955], [17.10114, 12.04931, 13.97474], [15.01757, 10.32452, 11.32348], [16.33338, 10.13591, 12.47721], [14.64839, 10.58306, 12.96192], [12.31381, 9.69280, 5.76623], [11.72192, 8.07395, 5.21190], [10.63384, 9.44228, 5.19591], [13.23126, 8.23378, 7.57848], [12.10290, 7.53007, 8.81413], [12.34925, 6.80970, 7.24095], [8.95109, 8.12056, 6.87402], [10.01459, 6.86825, 6.66524], [9.63144, 7.41506, 8.25472], [6.00852, 13.62396, 11.49506], [6.46157, 14.71416, 12.91142], [6.32695, 15.34062, 11.24849], [9.58522, 10.96146, 16.86820], [8.71270, 9.59878, 16.25811], [10.40118, 9.40980, 16.83184], [11.82466, 11.41932, 15.03296], [12.27659, 9.85346, 15.73230], [12.33181, 10.11115, 13.96446], [8.89755, 8.47054, 14.08588], [10.47829, 8.50398, 13.33477], [10.33918, 7.89048, 14.97636], [13.57459, 17.89455, 17.44793], [14.21840, 16.72576, 18.72291], [14.49859, 16.51898, 16.92023], [11.23326, 17.64244, 18.35148], [10.58416, 16.05309, 18.58838], [11.92421, 16.69898, 19.58434], [13.63497, 14.16580, 17.18681], [13.30323, 14.45740, 18.86781], [12.00051, 13.98822, 17.73726], [7.57979, 16.39165, 9.07234], [7.87988, 16.75339, 8.21136], [6.99656, 17.08207, 9.47705], [6.16560, 18.36330, 11.44128], [5.01479, 17.21848, 11.90833], [4.27338, 16.41278, 12.33369], [9.98818, 15.29354, 6.90503], [10.65714, 16.61185, 5.86063], [11.05432, 17.47854, 5.21079], [9.53613, 18.54205, 9.63212], [11.05160, 19.16250, 10.17521], [12.05803, 19.54480, 10.63183]]}

=====

(6)
{"formula": "C21H45FO7SSi", "method": "the ωB97M-V functional and the def2-TZVPD basis", "homo_energy_ev": -9.24, "gap_ev": 9.721, "species": ["C", "Si", "S", "O", "O", "F", "H", "H", "H", "H", "H", "C", "C", "C", "O", "C", "H", "H", "H", "H", "H", "H", "H", "H", "C", "C", "C", "O", "C", "H", "H", "H", "H", "H", "H", "H", "H", "C", "C", "C", "O", "C", "H", "H", "H", "H", "H", "H", "H", "H", "C", "C", "C", "O", "C", "H", "H", "H", "H", "H", "H", "H", "H", "C", "C", "C", "O", "C", "H", "H", "H", "H", "H", "H", "H", "H"], "xyz": [[0.23606, 1.28891, -1.91723], [1.62879, 2.11628, -2.81300], [2.86982, 3.00608, -1.17923], [2.50665, 4.37422, -0.98508], [2.96565, 2.09763, -0.07564], [4.34834, 3.01177, -1.78995], [0.39070, 0.21149, -1.86799], [0.16343, 1.66051, -0.89415], [-0.72075, 1.47837, -2.40246], [1.26776, 3.28372, -3.63047], [2.53971, 1.22463, -3.55096], [-4.68680, -0.28685, 0.04017], [-3.98081, 0.58501, 1.07416], [-2.56137, 0.61681, 0.52499], [-2.67902, 0.52954, -0.89814], [-4.01936, 0.16666, -1.24938], [-5.76682, -0.15645, 0.03476], [-4.48516, -1.34233, 0.22663], [-4.41254, 1.58789, 1.08749], [-4.03480, 0.18166, 2.08359], [-1.97813, -0.23670, 0.88972], [-2.01993, 1.53182, 0.77308], [-4.52695, 1.03893, -1.67623], [-3.97529, -0.61347, -2.01119], [6.57835, -0.71790, 0.37856], [5.16355, -0.54622, 0.92867], [4.32714, -0.85617, -0.30416], [5.06548, -1.82011, -1.05995], [6.39847, -1.90838, -0.55543], [7.32836, -0.89847, 1.14770], [6.87320, 0.16866, -0.18802], [4.97143, -1.27576, 1.71836], [4.96115, 0.45003, 1.31895], [4.19022, 0.04875, -0.90321], [3.34524, -1.27135, -0.07170], [6.52053, -2.85327, -0.01411], [7.09023, -1.90394, -1.39912], [-9.10142, 1.48235, 2.59497], [-8.55520, 1.09157, 3.96698], [-7.51912, 0.03950, 3.59198], [-7.01420, 0.41908, 2.31096], [-7.83922, 1.43600, 1.74318], [-9.58166, 2.45970, 2.57877], [-9.82166, 0.73892, 2.24790], [-8.07332, 1.94895, 4.44102], [-9.31560, 0.70696, 4.64519], [-7.97257, -0.95469, 3.52073], [-6.68386, -0.01273, 4.29179], [-7.30790, 2.39393, 1.77398], [-8.03329, 1.18422, 0.69909], [-3.58206, -6.07185, 0.52469], [-2.48180, -5.08446, 0.90892], [-3.10824, -3.75878, 0.49673], [-4.51678, -3.91019, 0.67662], [-4.83436, -5.28592, 0.89144], [-3.51622, -7.02359, 1.05009], [-3.55665, -6.26892, -0.54886], [-2.31284, -5.10633, 1.98734], [-1.53263, -5.27186, 0.40896], [-2.90013, -3.53305, -0.55520], [-2.76964, -2.91476, 1.10057], [-5.09916, -5.43630, 1.94362], [-5.69998, -5.54075, 0.27876], [8.92155, 3.89087, -1.86086], [7.66481, 3.07742, -1.56080], [7.62655, 2.12591, -2.74863], [8.98780, 1.89106, -3.11387], [9.83800, 2.82297, -2.44473], [9.34695, 4.37612, -0.98342], [8.70668, 4.65771, -2.60796], [7.79193, 2.51703, -0.63133], [6.76207, 3.67876, -1.47423], [7.09560, 2.57483, -3.59518], [7.15718, 1.16725, -2.51988], [10.39171, 2.30538, -1.65349], [10.55615, 3.21571, -3.16591]]}

=====

| no. | E (Ha) |
| --- | --- |
| 1 | -3181.82769 |
| 2 | -2057.66674 |
| 3 | -2558.54080 |
| 4 | -286.44153 |
| 5 | -6299.66293 |
| 6 | -2141.28366 |